Record 1
Molecular formula: C4N2O2
Method: DFT, ωB97M-V/def2-TZVPD

```
8
C4N2O2, DFT ωB97M-V/def2-TZVPD
C 1.71408 -0.27006 -0.17138
C -0.41918 -1.52299 -1.38612
C -0.41659 0.31591 0.27333
C -1.34240 1.02760 0.87214
N 0.96709 0.43986 0.46440
N -0.71815 -0.67523 -0.63515
O -2.19862 1.64002 1.35569
O 2.41376 -0.95511 -0.77290
```

Values from the calculation:
* LUMO: -0.5 eV
* E_tot: -412.31671 a.u.
* frontier orbital gap: 8.897 eV

=====

Record 2
Molecular formula: C25H24AsN6O8RuS3
Method: DFT, ωB97M-V/def2-TZVPD

```
68
C25H24AsN6O8RuS3, DFT ωB97M-V/def2-TZVPD
Ru -0.07083 0.38753 -0.06005
C 1.35961 5.30644 2.48573
S 1.96208 3.64816 2.90466
C 1.29736 2.68951 1.59833
S 1.88749 1.08361 1.48553
N 0.44796 3.27624 0.80907
N -0.03132 2.55271 -0.20943
C -0.92095 3.14049 -0.95375
C -1.41853 2.48643 -2.12954
C -2.42922 3.01928 -2.94462
C -2.80276 2.34077 -4.08282
C -2.16251 1.14836 -4.40426
C -1.19329 0.67913 -3.53066
N -0.83245 1.31963 -2.43198
H 1.78275 5.97967 3.22922
H 0.27502 5.31754 2.52570
H 1.70290 5.57049 1.48975
H -1.27110 4.12867 -0.67118
H -2.90781 3.94714 -2.65507
H -3.58242 2.73208 -4.72461
H -2.40869 0.59860 -5.30227
H -0.68168 -0.25332 -3.73383
O -1.19331 1.06920 4.12547
As -1.05210 -0.24124 2.86459
O -2.29938 -1.22959 3.20793
O -1.30333 0.79352 1.54232
C 0.62670 -0.96488 3.54607
C 1.09925 -0.51680 4.77458
C 2.21423 -1.11226 5.34054
C 2.83755 -2.18527 4.71406
C 2.36568 -2.64095 3.49561
C 1.26682 -2.02279 2.91825
S 0.89567 -2.43974 1.22889
O 2.07341 -2.03681 0.49058
O 0.58594 -3.84929 1.13956
O -0.30391 -1.59518 0.90823
H -1.90363 1.62547 3.78954
H 0.59919 0.31199 5.25522
H 2.60845 -0.73064 6.27433
H 3.70035 -2.65622 5.16808
H 2.83520 -3.46050 2.96670
O -2.02888 -0.66360 -1.09702
N -2.83704 -1.19097 -0.21608
C -3.73610 -0.41473 0.41927
C -4.60071 -0.94663 1.34669
C -4.55074 -2.29826 1.64063
C -3.62656 -3.08392 0.97330
C -2.78886 -2.51190 0.04562
H -3.69955 0.63181 0.16356
H -5.29777 -0.29471 1.85231
H -5.19674 -2.72576 2.39357
H -3.53534 -4.14087 1.17573
H -2.03286 -3.06365 -0.48836
N 3.76254 -2.66021 -5.10216
C 3.73883 -1.33460 -4.76170
O 4.37819 -0.51036 -5.38877
C 2.86611 -0.97799 -3.61428
C 1.79811 -1.75723 -3.17470
C 1.02955 -1.31811 -2.11726
N 1.25778 -0.16648 -1.47466
C 2.30143 0.56839 -1.87228
C 3.10827 0.21053 -2.93067
H 4.43580 -2.93066 -5.79757
H 3.45438 -3.35816 -4.44942
H 1.53620 -2.68521 -3.66571
H 0.18652 -1.89511 -1.76142
H 2.48493 1.47043 -1.30492
H 3.93814 0.83076 -3.23820
```

Values from the calculation:
* LUMO: 2.2 eV
* E_tot: -5422.82290 a.u.
* frontier orbital gap: 6.334 eV
* net charge: -1

=====

Record 3
Molecular formula: C36H72N3O15S
Method: DFT, ωB97M-V/def2-TZVPD

```
127
C36H72N3O15S, DFT ωB97M-V/def2-TZVPD
C -0.79104 1.81285 -2.38987
C -0.17447 0.33268 -1.91475
C 0.42023 0.32432 -0.39589
C -0.57774 -0.36940 0.75955
C -0.88646 0.97600 1.72047
C 0.25848 -1.54900 1.60672
C 0.14118 -1.41834 3.22695
C 1.47537 -0.65044 3.88966
C 1.62225 -1.25024 5.44495
O 0.44337 -0.81783 6.26729
C 0.86813 0.08191 7.35248
N 0.08857 -2.95802 1.03130
C 0.40185 -3.03956 -0.47757
C 1.96555 -2.82925 -0.89463
C 2.67481 -4.19016 -1.56272
O 3.73147 -4.73902 -0.65247
C 4.95907 -4.01154 -1.01984
C 5.45825 -2.72316 -0.08185
O 5.76387 -4.31450 -2.05545
C 1.08715 -3.87881 1.67391
O 1.17493 -5.24810 1.06415
C 1.53698 -6.23091 2.09900
C -1.37029 -3.31494 1.13871
C -1.86085 -3.97699 2.58775
C -2.41423 -2.16874 0.55432
N -2.80700 -2.70984 -0.85092
C -3.91963 -2.22443 1.29364
C -4.00344 -1.40173 2.70512
O -4.39611 -2.25081 3.87575
C -5.78872 -1.98861 4.27071
C -6.79641 -3.32187 4.29736
O -6.30521 -0.81452 4.64516
N -1.89313 -0.82268 0.27491
S -3.06050 0.40387 -0.08964
H -1.92105 1.62350 -2.63784
H -0.27454 2.08900 -3.42963
H -0.61068 2.62974 -1.56133
H 0.75115 0.14357 -2.64481
H -0.95097 -0.50529 -2.16596
H 1.47987 -0.16853 -0.44961
H 0.66329 1.46887 -0.15191
H -1.77839 0.79147 2.46607
H -1.02865 1.96365 1.09197
H 0.05112 1.22980 2.41703
H 1.40774 -1.30039 1.38498
H -0.87334 -0.92782 3.62644
H 0.12268 -2.45105 3.82729
H 2.46897 -0.90547 3.31587
H 1.31916 0.50053 4.02468
H 2.57794 -0.85558 5.99375
H 1.57036 -2.44255 5.45872
H 1.50681 -0.45190 8.19364
H 1.48477 0.99536 6.89967
H -0.04727 0.58406 7.92472
H 0.11687 -4.10283 -0.94313
H -0.22685 -2.30381 -1.13384
H 1.98795 -2.04064 -1.79247
H 2.65128 -2.34920 -0.06464
H 1.88878 -5.01493 -1.85042
H 3.23389 -3.89572 -2.55173
H 5.02632 -1.70154 -0.45606
H 6.63758 -2.64873 -0.14247
H 5.05140 -2.90990 1.00057
H 0.87133 -4.16238 2.81416
H 2.18630 -3.41536 1.76787
H 1.85035 -7.22575 1.53746
H 0.62309 -6.54277 2.79708
H 2.47050 -5.89226 2.72541
H -1.50237 -4.28245 0.44392
H -1.99400 -3.18777 3.44035
H -2.91660 -4.53014 2.49819
H -1.15648 -4.87495 2.94016
H -3.60257 -2.15912 -1.24064
H -3.22006 -3.68525 -0.73962
H -4.76551 -1.74449 0.59592
H -4.31599 -3.34879 1.38731
H -2.94529 -0.97861 2.96401
H -4.75162 -0.48882 2.57231
H -6.17875 -4.26304 3.91687
H -7.01419 -3.51442 5.44056
H -7.75408 -3.11683 3.65454
H -3.61532 0.95844 1.08648
C -0.77550 2.87550 -8.64417
C -1.47834 1.53279 -8.53371
O -0.54061 0.45300 -8.60630
C 0.18258 0.22693 -7.48147
O 0.09936 0.84939 -6.43518
O 1.04110 -0.79578 -7.72943
C 1.93866 -1.06574 -6.65681
H -0.15788 2.91360 -9.54719
H -1.50214 3.69224 -8.67488
H -0.10606 3.04525 -7.79546
H -2.16407 1.41489 -9.37992
H -2.07997 1.46413 -7.61969
H 1.39997 -1.22940 -5.71720
H 2.65377 -0.24313 -6.55377
H 2.49294 -1.97757 -6.89785
C -4.49443 8.90395 -6.62757
C -5.19728 7.56124 -6.51710
O -4.25954 6.48145 -6.58970
C -3.53635 6.25538 -5.46487
O -3.61958 6.87784 -4.41858
O -2.67784 5.23267 -5.71282
C -1.78027 4.96270 -4.64020
H -3.87681 8.94205 -7.53058
H -5.22107 9.72069 -6.65827
H -3.82500 9.07369 -5.77885
H -5.88300 7.44333 -7.36331
H -5.79890 7.49258 -5.60308
H -2.31896 4.79905 -3.70060
H -1.06517 5.78531 -4.53717
H -1.22600 4.05087 -4.88124
C 7.67167 2.76790 5.36834
C 6.60210 2.64254 6.44043
O 5.45343 3.43413 6.11714
C 4.63514 2.92002 5.16559
O 4.78984 1.86126 4.57890
O 3.62554 3.80345 4.95414
C 2.74819 3.43115 3.89553
H 7.92015 3.81959 5.19355
H 8.57868 2.23142 5.66080
H 7.32695 2.36110 4.41285
H 6.99561 3.02665 7.38795
H 6.31837 1.59710 6.60972
H 2.35527 2.41896 4.04011
H 3.26867 3.50992 2.93554
H 1.90557 4.12881 3.89026
```

Values from the calculation:
* LUMO: -2.1 eV
* E_tot: -3105.18225 a.u.
* frontier orbital gap: 9.885 eV
* net charge: +1

=====

Record 4
Molecular formula: C44H32ClF5IN3NiOSSeSi
Method: DFT, ωB97M-V/def2-TZVPD

```
91
C44H32ClF5IN3NiOSSeSi, DFT ωB97M-V/def2-TZVPD
Ni -0.05057 1.09120 -0.63147
C 2.33163 0.26998 -2.98994
C 2.90548 0.21856 -1.60072
C 4.26204 -0.16841 -1.45919
C 4.84251 -0.17383 -0.23562
C 4.08834 0.19026 0.89772
C 4.66759 0.21139 2.18700
C 3.89028 0.57342 3.25435
C 2.53792 0.90068 3.07911
C 1.91020 0.88353 1.83286
S 0.23467 1.23224 1.68335
C 2.72524 0.53546 0.69516
N 2.15980 0.54333 -0.56631
H 3.13681 0.33756 -3.72513
H 1.69170 1.13998 -3.09516
H 1.74314 -0.62911 -3.20282
H 4.82144 -0.43847 -2.34525
H 5.88618 -0.44535 -0.11181
H 5.71498 -0.05239 2.30562
H 4.32246 0.60356 4.25220
H 1.92549 1.16319 3.93384
I -1.80886 0.91934 -6.74470
C -1.30070 0.52955 -4.78296
C -1.29164 -0.71333 -4.17615
N -0.91112 -0.49895 -2.90974
N -0.68146 0.78901 -2.66509
C -0.91398 1.44773 -3.78815
H -1.52418 -1.69442 -4.56208
H -0.74557 -1.08073 -2.02016
H -0.78937 2.52301 -3.83348
F -0.90936 9.10146 -1.66194
C -0.47496 7.83937 -1.53379
C 0.62522 7.54981 -0.75946
F 1.26002 8.55410 -0.13632
C 1.06699 6.24702 -0.62968
F 2.14243 6.07334 0.13888
C 0.44983 5.16645 -1.26872
Se 1.10713 3.40258 -1.11597
C -0.65376 5.51537 -2.03659
F -1.32054 4.57575 -2.72341
C -1.11563 6.81019 -2.17481
F -2.18311 7.08068 -2.94334
O -0.27010 -1.13162 -0.55255
Si -0.37231 -2.48076 0.27586
C 0.27913 -2.49705 2.04299
C -0.55633 -2.50689 3.16531
C -0.03228 -2.47477 4.45452
C 1.34466 -2.42736 4.64673
C 2.19453 -2.40135 3.54596
C 1.66312 -2.43377 2.26128
C -2.14292 -3.15965 0.30827
C -3.13755 -2.52202 -0.44321
C -4.44745 -2.99532 -0.46616
C -4.79062 -4.12501 0.26745
C -3.81784 -4.77857 1.01945
C -2.51313 -4.29787 1.03616
C 0.61090 -3.87253 -0.59054
C 1.02716 -5.02934 0.08512
C 1.66210 -6.07491 -0.58169
C 1.90623 -5.98538 -1.94917
C 1.51547 -4.84349 -2.63982
C 0.87735 -3.80700 -1.96370
H -1.63352 -2.51988 3.03184
H -0.69992 -2.46281 5.30961
H 1.75393 -2.39647 5.65074
H 3.26872 -2.33594 3.68529
H 2.33982 -2.39386 1.40931
H -2.88553 -1.62042 -0.99742
H -5.20137 -2.47014 -1.04138
H -5.81113 -4.48856 0.26386
H -4.07935 -5.65840 1.59614
H -1.76693 -4.82183 1.63068
H 0.86057 -5.10967 1.15639
H 1.97291 -6.95804 -0.03383
H 2.40392 -6.79596 -2.47024
H 1.71292 -4.75882 -3.70314
H 0.59074 -2.91380 -2.51640
Cl -3.29077 0.00130 1.82265
C -3.06271 1.74173 1.87630
C -3.43575 2.39910 3.03969
C -3.29132 3.77430 3.14187
C -2.76598 4.46621 2.05022
C -2.39737 3.79058 0.89942
C -2.52634 2.39705 0.75541
C -2.09482 1.72384 -0.45800
H -3.83082 1.82142 3.86876
H -3.57067 4.28979 4.05550
H -2.63744 5.54314 2.10109
H -1.97112 4.34158 0.06714
H -2.14043 2.36662 -1.32535
H -2.58510 0.76846 -0.61855
```

Values from the calculation:
* LUMO: 3.4 eV
* E_tot: -7790.18973 a.u.
* frontier orbital gap: 4.371 eV
* net charge: -2

=====

Record 5
Molecular formula: C17H42AsClFeN6O4PSSi2
Method: DFT, ωB97M-V/def2-TZVPD

```
76
C17H42AsClFeN6O4PSSi2, DFT ωB97M-V/def2-TZVPD
Fe 0.08198 0.25058 -0.09427
N -2.14732 -0.46792 -1.75017
C -3.47292 -0.39762 -1.14447
C -3.30772 -0.08912 0.34303
C -2.87742 -1.32592 1.12793
C -2.22902 -0.94842 2.45733
N -0.86852 -0.48572 2.18723
H -1.85602 0.47838 -1.97667
H -2.17012 -0.96902 -2.63317
H -3.97812 -1.35942 -1.26697
H -4.10142 0.37658 -1.60747
H -4.23422 0.31768 0.74823
H -2.52442 0.67058 0.43753
H -2.12162 -1.86352 0.54453
H -3.73352 -1.98332 1.29083
H -2.24182 -1.81052 3.13763
H -2.79112 -0.13802 2.92473
H -0.24142 -1.28222 2.12653
H -0.51392 0.10828 2.93013
O 0.91548 2.75818 -3.30677
Cl 0.56628 1.67568 -2.49117
O 0.28258 0.51838 -3.25987
O 1.61388 1.37148 -1.56687
O -0.61072 2.00088 -1.72017
S 3.75588 0.54578 2.89753
C 2.61568 0.16288 1.86053
N 1.74968 -0.15982 1.13383
C 3.21298 -2.31732 -3.65747
Si 2.94638 -2.19552 -1.76217
C 3.54228 -3.85252 -0.97247
C 4.06858 -0.82732 -1.06377
As 0.65708 -1.81202 -1.31137
Si -0.24092 -3.99012 -1.65757
C 0.44758 -4.92842 -3.18797
C -2.15192 -3.94962 -1.86877
C 0.08638 -5.07842 -0.10197
H 4.25558 -2.48642 -3.90937
H 2.89868 -1.39072 -4.12837
H 2.63008 -3.12462 -4.09017
H 4.60498 -3.99452 -1.14237
H 3.02448 -4.71162 -1.38727
H 3.37838 -3.84342 0.10193
H 5.03478 -0.79692 -1.55877
H 4.24418 -0.97072 -0.00227
H 3.59018 0.13908 -1.18997
H 0.36798 -4.30652 -4.07587
H -0.09952 -5.84792 -3.37707
H 1.49378 -5.18762 -3.05767
H -2.43232 -3.41022 -2.76837
H -2.62402 -3.45032 -1.02907
H -2.56732 -4.95152 -1.93827
H 1.15058 -5.23332 0.03933
H -0.38322 -6.05442 -0.17687
H -0.29742 -4.59282 0.79153
C -1.39042 5.52758 1.73653
N -0.05522 5.48598 1.16653
C 0.91468 5.44038 2.24913
N 0.70498 4.32448 3.15663
C -0.65352 4.37578 3.66533
N -1.66682 4.40678 2.62233
C -1.71652 3.15748 1.89363
P -0.10272 2.68788 1.03653
C 0.11068 4.38138 0.24163
C 0.99538 3.06038 2.51703
H -2.12872 5.54148 0.92963
H -1.48662 6.45038 2.31983
H 0.82818 6.36668 2.82753
H 1.92108 5.37918 1.82683
H -0.75822 5.28438 4.26623
H -0.83062 3.50758 4.30573
H -2.49712 3.23278 1.12853
H -1.98572 2.35968 2.59363
H -0.62832 4.47488 -0.56067
H 1.10618 4.44368 -0.20987
H 2.03888 3.06138 2.18383
H 0.88198 2.26058 3.25663
```

Values from the calculation:
* LUMO (alpha / beta): 0.4 / -1.7 eV
* E_tot: -6580.45807 a.u.
* frontier orbital gap (alpha / beta): 8.492 / 6.439 eV
* spin multiplicity: 6
* ⟨S²⟩: 8.76

=====

Record 6
Molecular formula: C6H11NO2
Method: DFT, ωB97M-V/def2-TZVPD

```
20
C6H11NO2, DFT ωB97M-V/def2-TZVPD
C -0.08162 0.67034 -0.07803
C -0.42238 -0.78849 -0.21817
C 0.54077 -1.92208 0.01181
C -0.50948 -1.80155 1.05025
C 0.87433 1.05696 1.03361
C 0.66669 0.64235 -1.49649
N -1.28526 1.47377 -0.18977
O -0.10745 1.06994 -2.49998
O 1.84737 0.45467 -1.61407
H -0.97816 1.31861 -2.12202
H -1.27432 -0.96086 -0.87263
H -1.98869 1.14966 0.46276
H -1.08725 2.45385 -0.02176
H 0.49098 -2.74202 -0.69052
H 1.55463 -1.63968 0.27772
H -1.33508 -2.50686 1.04546
H -0.25445 -1.40494 2.01714
H 1.10694 2.12199 0.96502
H 0.43093 0.83991 2.00651
H 1.81151 0.51441 0.93316
```

Values from the calculation:
* LUMO: 0.8 eV
* E_tot: -440.43451 a.u.
* frontier orbital gap: 9.981 eV
* SMILES: C[C@@](N)(C(=O)O)C1CC1